(1)
Entry from the OMol25 dataset: C33H54Al2BBr4Cl2F3KN4O10 as an isolated structure (ωB97M-V with the def2-TZVPD basis set).

Structure (XYZ):
```
114
Properties=species:S:1:pos:R:3:forces:R:3:lowdin_charge:R:1
C 1.300224 4.085185 1.659103 0.15 -0.38 0.18 -0.13
C 2.421363 3.932437 0.507622 0.41 -0.19 0.20 -0.15
B 1.837915 3.382817 -0.923822 0.50 2.33 -1.80 -0.45
O 2.034976 4.025060 -2.190363 -0.84 -2.43 2.81 -0.02
C 0.984843 1.956715 -0.969512 0.32 -3.36 -0.33 0.11
C 1.872107 0.640676 -1.121402 -4.94 -0.85 0.09 -0.09
N 3.347593 0.783297 -1.254379 -0.89 -1.01 5.49 0.17
C 3.848840 0.606051 -0.047334 4.88 1.08 1.36 -0.16
O 4.641529 0.573206 0.933584 -5.79 -0.08 -6.31 0.13
C 1.173427 -0.799452 -1.162180 -1.50 3.63 0.86 -0.14
C 2.014808 -2.156735 -1.330712 0.55 1.05 -0.31 -0.19
C 2.911494 -2.565008 -0.050715 0.37 -1.60 -0.25 -0.16
C 3.161029 -4.188497 -0.166460 0.68 0.17 0.43 -0.17
C 4.735660 -4.571771 -0.250928 0.10 -1.12 -1.24 -0.26
C 4.892607 -6.143678 -0.690202 -1.53 0.28 -0.36 -0.24
C 3.845963 -7.120260 0.050394 0.42 -0.73 0.04 -0.18
C 3.861687 -7.048406 1.665957 0.08 -0.89 -0.48 -0.13
C 5.009002 -8.042091 2.261732 -3.13 -0.05 -0.63 -0.15
O 6.312972 -7.450850 1.921240 0.71 -0.22 2.13 -0.38
C 7.269906 -7.518155 3.028014 0.74 0.45 -0.43 -0.19
C -0.432738 -0.761823 -1.046005 1.56 2.46 0.87 -0.18
C -1.164075 -2.209843 -1.056374 0.77 -0.43 0.68 -0.25
C -0.739579 -3.119787 0.246502 0.30 -0.30 0.11 -0.10
C -1.220161 0.621479 -0.926079 1.48 -2.77 0.06 -0.01
C -2.839249 0.524850 -0.866186 0.69 1.73 -0.35 -0.17
C -3.439400 0.512760 0.627444 -0.95 0.84 0.45 -0.62
C -4.903466 1.253784 0.727773 -0.04 -0.57 -0.19 -0.14
Br -3.736555 -1.367166 1.317797 3.50 2.27 0.95 0.59
N -0.489918 1.915585 -0.875258 3.64 -5.34 -0.94 -0.04
N -1.138120 3.141109 -0.788867 -2.90 1.14 6.10 0.23
C -1.664486 3.362456 0.386447 -0.37 -0.16 -0.54 -0.05
O -2.282725 3.639703 1.460930 3.26 -1.82 -5.96 -0.18
H 1.803091 4.288990 2.682181 -0.95 -0.32 -1.72 0.10
H 0.759277 3.053957 1.737678 0.70 1.69 0.05 0.07
H 0.524017 4.929250 1.449741 1.47 -1.38 0.15 0.05
H 3.161878 3.107474 0.874883 -1.16 1.29 -0.45 0.10
H 3.076426 4.885055 0.378652 -1.40 -1.59 0.14 0.13
H 1.538756 4.898120 -2.247066 0.57 -0.05 0.18 -0.15
H 1.349313 -3.032238 -1.658772 0.79 1.57 0.75 0.09
H 2.756862 -1.976262 -2.212466 -1.35 -0.19 1.48 0.14
H 3.979988 -2.101322 -0.072356 -2.14 -0.38 0.06 0.11
H 2.404025 -2.404706 0.966568 0.73 0.14 -1.68 0.12
H 2.665544 -4.646486 -1.101648 0.75 0.83 1.42 0.12
H 2.710680 -4.698358 0.759345 0.62 0.69 -1.49 0.12
H 5.304650 -4.413800 0.743980 -1.17 0.24 -0.95 0.01
H 5.304904 -3.968211 -1.071718 -1.06 -0.72 1.53 0.13
H 4.687683 -6.233141 -1.833387 0.67 0.25 1.98 0.15
H 5.966276 -6.537272 -0.529778 -1.21 0.17 -0.46 -0.01
H 4.121289 -8.218804 -0.231620 -0.55 1.93 0.31 0.13
H 2.778413 -6.952958 -0.376395 1.92 -0.11 0.86 0.13
H 2.807811 -7.417950 2.019441 1.93 0.72 -0.09 0.13
H 4.099836 -5.983840 2.028198 -0.59 -1.56 -0.31 0.11
H 4.838989 -9.083859 1.776010 0.76 1.72 0.65 0.15
H 4.819398 -8.176160 3.387247 0.69 0.51 -1.52 0.14
H 6.788604 -7.537434 4.084550 0.49 0.04 -1.87 0.12
H 7.963811 -8.446698 2.862135 -1.30 3.29 -0.67 -0.01
H 7.906737 -6.547825 2.970105 -0.77 -1.80 0.27 0.06
H -2.307745 -2.154870 -1.122474 1.91 0.14 -0.01 0.03
H -0.740536 -2.787154 -1.966423 -1.08 1.22 1.53 0.06
H -0.007003 -2.558750 0.950278 -1.43 -0.88 -1.10 0.08
H -1.658307 -3.481917 0.842801 1.54 0.84 -0.96 0.06
H -0.188333 -4.087975 -0.094867 -0.96 1.74 0.46 0.08
H -3.217726 1.513335 -1.359212 0.59 -1.63 0.83 0.13
H -3.255767 -0.319406 -1.547908 1.03 1.38 1.46 0.04
H -2.780783 1.024937 1.414994 -0.55 -0.98 -1.43 0.07
H -5.209046 1.700770 -0.297253 0.51 -0.57 1.84 0.10
H -5.680178 0.455964 1.002664 1.07 1.39 -0.52 0.02
H -4.934744 2.041354 1.580365 0.20 -1.22 -1.62 0.08
Br 0.424481 6.430004 -1.599528 -0.62 0.45 0.37 -0.03
Al 7.212670 -5.503794 0.740660 -0.09 -0.15 0.05 1.09
C -0.924064 9.777203 -3.010871 0.68 -0.42 -0.70 -0.06
C -1.150527 11.117223 -2.335651 -1.39 0.20 0.90 -0.20
O 0.034136 11.901546 -2.220925 1.88 -0.57 -1.97 0.01
C 0.482027 12.667173 -3.349526 -4.79 0.55 2.79 -0.30
O -0.478145 13.414395 -3.828481 2.34 -0.76 -0.60 0.23
C 1.205031 11.794320 -4.456717 2.68 -2.36 -2.72 -0.49
F 1.954579 10.830274 -3.885251 -0.91 0.97 0.24 0.19
F 2.058810 12.540514 -5.181053 -1.22 0.15 1.01 0.20
F 0.383896 11.185907 -5.321508 0.01 0.98 1.01 0.19
H 0.023299 9.328916 -2.699896 -0.23 0.00 0.12 0.04
H -1.737938 9.089470 -2.769502 0.01 0.18 0.22 0.09
H -0.908123 9.879163 -4.095186 -0.04 -0.06 0.10 0.07
H -1.460891 10.914346 -1.305036 0.25 0.23 -0.07 0.14
H -1.978426 11.665417 -2.793702 0.32 0.16 -0.08 0.13
H 1.343792 13.199565 -2.903557 0.47 0.68 -0.24 0.24
Cl -5.979809 -2.169534 0.231790 -1.65 -1.05 -4.47 0.04
Br 0.017638 -1.045768 -3.585021 -0.22 0.35 -2.27 0.99
C -0.686193 -1.374645 -5.375863 0.28 0.02 -0.26 -0.60
C -2.150926 -1.018255 -5.458044 -0.06 0.04 -0.07 -0.63
Br -3.259699 -2.388063 -4.620717 -0.06 -0.02 0.16 0.69
H -0.481373 -2.419696 -5.612516 -0.13 0.17 0.00 0.06
H -0.096642 -0.735327 -6.036006 -0.16 -0.06 0.02 0.07
H -2.480646 -0.982498 -6.498124 0.06 -0.04 0.13 0.07
H -2.393408 -0.071787 -4.972384 0.10 -0.15 -0.09 0.06
Cl -4.853470 -2.062683 -2.122137 -1.42 -0.26 2.76 0.08
C -9.678090 0.809154 3.907986 -0.15 0.03 -0.04 0.00
C -8.420745 1.564391 3.574641 0.05 0.55 -0.37 -0.55
O -8.422444 2.545249 2.840269 0.12 -0.24 0.12 0.02
N -7.249624 1.127419 4.117451 -0.34 0.02 -0.20 -0.01
C -7.035626 0.000706 4.999776 0.47 0.23 -0.05 -0.07
H -10.526201 1.274357 3.403518 0.25 0.01 0.04 0.09
H -9.596435 -0.224848 3.564867 -0.06 0.00 0.19 0.09
H -9.858323 0.837998 4.985001 -0.01 -0.18 -0.06 0.09
H -6.450932 1.684523 3.847785 -0.16 -0.09 0.11 0.12
H -6.592804 0.373590 5.925930 -0.07 -0.30 0.11 0.09
H -6.333092 -0.681983 4.516052 -0.07 -0.21 0.23 0.08
H -7.957883 -0.530404 5.227339 0.08 0.15 -0.09 0.08
C 0.535987 -7.736403 3.806509 0.37 -0.61 -0.28 -0.84
O 0.753394 -6.493649 3.799162 1.10 0.14 -0.72 -0.05
O -0.602735 -8.034181 4.462824 -0.39 0.41 0.27 0.08
O 1.188439 -8.681050 3.319582 0.44 0.75 -0.17 -0.01
H -0.779459 -7.093423 4.662895 -1.00 -0.47 0.58 0.10
K 7.994468 -9.965113 4.043772 0.19 -2.24 1.46 1.04
Al -2.773860 5.326524 2.284280 -0.38 1.32 0.70 0.97
```
Forces are in eV/Å.

The value obtained for the LUMO energy is -11.197 eV. The total energy is -405047.67874 eV. As for the net charge: +3. The multiplicity is 1. The value obtained for the frontier orbital gap is 0.0259 Ha.

***

(2)
Entry from the OMol25 dataset: a 6-piece molecular cluster, C22H36NO21S5 overall (ωB97M-V with the def2-TZVPD basis set).

Structure (XYZ):
```
85
Properties=species:S:1:pos:R:3:forces:R:3:lowdin_charge:R:1
C 3.687849 1.956911 0.924530 -0.35 0.65 -0.34 -0.14
C 2.156549 2.418102 0.621022 0.61 0.11 -0.25 -0.24
C 2.042639 3.301776 -0.718337 0.90 0.01 0.29 -0.29
N 0.660271 3.455885 -1.239621 0.80 0.42 -0.35 -0.16
C -0.088110 4.557766 -0.518789 -0.64 -0.70 0.89 -0.26
C -1.626799 4.520617 -0.984356 -0.34 -1.61 0.92 -0.20
C -2.464796 3.880447 0.235442 -0.78 0.97 -0.74 -0.36
O -3.340734 4.497037 0.910163 2.65 -1.96 -1.36 -0.05
C -2.119197 2.318529 0.508769 0.32 -1.69 0.28 -0.09
C -1.150270 1.933523 1.656903 -1.91 -2.80 -2.45 -0.02
C -0.815967 0.434664 1.847427 -2.57 1.30 -2.85 -0.08
C -1.492578 -0.588274 0.883328 -0.60 2.11 -0.60 -0.11
C -2.461682 -0.199737 -0.265804 1.43 3.34 2.41 -0.09
C -2.790952 1.305302 -0.444737 2.52 -1.05 2.84 -0.02
H 4.136060 1.422954 0.016868 -0.68 0.62 1.22 0.06
H 4.347701 2.885058 1.115346 -1.01 -1.44 -0.19 0.07
H 3.741212 1.266380 1.835749 -0.06 0.97 -1.24 0.06
H 1.800195 3.062474 1.503102 0.31 -1.18 -1.19 0.09
H 1.515434 1.478663 0.487995 0.72 1.41 0.32 0.09
H 2.487890 4.345690 -0.492933 -0.45 -1.32 -0.19 0.10
H 2.728594 2.808117 -1.505420 -1.17 0.68 1.07 0.09
H 0.779940 3.818850 -2.208427 -0.12 -0.48 0.88 0.08
H -0.001089 4.265115 0.597011 -0.39 0.50 -1.29 0.02
H -2.051008 5.516109 -1.340998 0.40 -1.35 0.69 0.09
H -1.705596 3.728216 -1.826805 0.12 1.31 1.13 0.10
H -0.744564 2.785294 2.292804 -0.49 -1.50 -0.96 0.10
H -0.088201 0.075241 2.651471 -1.20 0.57 -1.35 0.08
H -1.272801 -1.708148 1.015582 -0.29 1.94 -0.12 0.06
H -2.941455 -0.934595 -0.986246 0.86 0.81 1.27 0.08
H -3.503347 1.701419 -1.252200 1.30 -0.75 1.36 0.10
C -1.565510 -5.791693 0.223330 -0.14 -0.57 -0.29 -0.16
C -0.400049 -6.481323 0.915164 -0.44 -0.01 0.54 -0.17
O 0.764024 -5.794842 0.452320 -0.17 0.69 -0.56 -0.19
S 0.386791 -4.240069 0.180030 -0.37 -0.20 0.17 0.65
O 0.773707 -3.476933 1.329538 -0.12 -0.31 -0.96 -0.23
O 0.792045 -3.901905 -1.150777 -0.02 -0.10 1.06 -0.22
O -1.225508 -4.405434 0.204218 0.97 0.13 0.29 -0.19
H -1.668180 -6.131738 -0.811082 0.01 -0.03 0.06 0.13
H -2.507773 -5.945389 0.750434 0.12 0.30 0.03 0.14
H -0.342127 -7.542764 0.674420 0.22 0.17 -0.13 0.14
H -0.456374 -6.357415 2.000630 -0.08 -0.05 -0.06 0.13
C 0.776051 -0.671473 -2.485594 -0.38 -0.44 -0.16 -0.16
C 1.875361 -1.658360 -2.846743 -0.02 -0.11 0.64 -0.19
O 2.594808 -1.036488 -3.914537 -0.23 0.80 -0.35 -0.20
S 2.558849 0.573453 -3.705794 -0.51 -0.21 0.84 0.64
O 3.779612 0.970553 -3.068585 -0.75 0.00 -0.79 -0.24
O 2.080504 1.174899 -4.915368 0.68 -0.28 0.51 -0.24
O 1.375153 0.618695 -2.602826 1.08 -0.13 -0.60 -0.19
H -0.054284 -0.727366 -3.195402 0.00 -0.03 0.06 0.14
H 0.398203 -0.825501 -1.473818 0.11 0.30 -0.05 0.12
H 1.480833 -2.624850 -3.159516 0.16 0.21 -0.19 0.12
H 2.567124 -1.801533 -2.011477 -0.11 -0.04 -0.01 0.13
C -3.862943 -0.624242 3.769412 -0.30 0.56 -0.71 -0.17
C -5.323363 -0.896551 4.090373 0.17 0.48 0.57 -0.17
O -5.509583 -2.286690 3.813131 0.79 -0.57 -0.25 -0.19
S -4.129318 -3.078566 4.129739 0.01 0.73 0.03 0.64
O -4.228208 -3.648950 5.441389 0.26 0.04 -1.00 -0.24
O -3.774025 -3.848678 2.974655 -0.32 0.11 0.89 -0.24
O -3.155396 -1.786652 4.212207 -0.66 -0.92 0.33 -0.20
H -3.707400 -0.520521 2.691850 0.04 0.09 0.07 0.12
H -3.488606 0.265650 4.275981 0.13 -0.25 0.03 0.14
H -6.001017 -0.289572 3.490381 0.04 -0.29 -0.09 0.14
H -5.532200 -0.732674 5.151874 -0.01 0.04 -0.06 0.13
C 0.171226 4.298001 -7.854437 0.45 0.37 -0.15 -0.18
C 1.127363 3.824391 -6.770334 -0.07 -0.67 -0.25 -0.18
O 0.660764 4.440425 -5.570036 -0.78 0.50 -0.31 -0.19
S -0.953118 4.594492 -5.646282 0.15 -0.14 0.51 0.64
O -1.544995 3.496355 -4.943551 0.16 0.98 -0.58 -0.23
O -1.290976 5.959511 -5.380838 0.16 -1.03 -0.08 -0.23
O -1.116016 4.321231 -7.239426 0.14 -0.20 0.58 -0.20
H 0.412948 5.314835 -8.177517 0.03 -0.05 -0.01 0.13
H 0.167712 3.634260 -8.719921 -0.22 -0.01 0.16 0.13
H 2.159768 4.109253 -6.972964 -0.12 0.13 0.24 0.14
H 1.069052 2.740357 -6.638298 0.09 0.07 -0.04 0.11
C 2.639253 -2.639376 3.888884 -0.15 -0.40 -0.57 -0.18
C 2.265222 -3.777039 4.825226 -0.59 0.39 0.08 -0.17
O 3.474163 -4.104383 5.511539 0.68 0.49 -0.22 -0.20
S 4.363130 -2.757646 5.688631 -0.23 0.15 -0.16 0.65
O 4.128505 -2.233578 7.001512 0.47 -0.29 -0.90 -0.23
O 5.676144 -3.013022 5.178560 -0.80 0.11 0.65 -0.23
O 3.562711 -1.833118 4.623786 0.24 -0.50 0.90 -0.19
H 3.148200 -3.013634 2.996677 -0.11 0.02 0.02 0.13
H 1.772312 -2.049552 3.590299 0.21 0.09 0.12 0.13
H 1.878337 -4.644729 4.291124 0.27 -0.01 0.09 0.13
H 1.531908 -3.451498 5.568973 -0.02 -0.01 -0.10 0.13
```
Forces are in eV/Å.

The value obtained for the LUMO energy is 1.445 eV. The total energy is -122050.97521 eV. As for the net charge: -1. The multiplicity is 1. The value obtained for the frontier orbital gap is 0.1094 Ha.